1.
ORCA calculation (the ωB97M-V functional and the def2-TZVPD basis) on a 2-piece molecular cluster, C3H3N3O overall in a non-equilibrium geometry.

The geometry in ORCA input format:
```
! wB97M-V def2-TZVPD RIJCOSX def2/J DEFGRID3
* xyz 0 1
O -2.7279 -0.6355 -0.2097
N -1.6833 0.9859 0.2945
N -0.5467 0.4826 0.1634
N 1.6282 0.5046 -0.1811
C -0.1465 -0.8124 0.2095
C 1.2084 -0.8255 0.0530
C 0.6328 1.2076 -0.0741
H 0.6874 2.3155 -0.1840
H 1.7167 -1.6485 -0.1001
H -0.7691 -1.5743 0.0286
*
```

energy = -9668.582 eV
gap between HOMO and LUMO (alpha / beta) = 8.49 / 7.44 eV

Results of the natural (NBO) charge analysis, in e, for atoms 1 through 4:
1 O -0.382
2 N 0.168
3 N -0.203
4 N -0.388


2.
ORCA calculation (the ωB97M-V functional and the def2-TZVPD basis) on one molecule with the formula C2H6N2OS in a non-equilibrium geometry.

The geometry in ORCA input format:
```
! wB97M-V def2-TZVPD RIJCOSX def2/J DEFGRID3
* xyz 0 1
S -2.4827 -0.2303 -0.1969
O 0.4671 1.5787 -0.6156
N 1.2559 -1.2617 -0.1832
N -0.1422 -1.3333 -0.1743
C -0.8806 -0.2830 0.1176
C -0.1941 0.9891 0.5566
H -0.5335 -2.1373 -0.6353
H -0.9149 1.7439 0.9449
H 1.5445 -1.2368 0.7998
H 1.5743 -0.4282 -0.6853
H -0.2607 1.7751 -1.2505
H 0.5668 0.8237 1.3223
*
```

energy = -18032.977 eV
gap between HOMO and LUMO = 9.06 eV

Results of the natural (NBO) charge analysis, in e, for atoms 1 through 4:
1 S -0.160
2 O -0.727
3 N -0.652
4 N -0.410


3.
ORCA calculation (the ωB97M-V functional and the def2-TZVPD basis) on C6H10O2S as an isolated structure in a non-equilibrium geometry.

The geometry in ORCA input format:
```
! wB97M-V def2-TZVPD RIJCOSX def2/J DEFGRID3
* xyz 0 1
S 2.2176 -0.5887 0.0446
O 2.3267 -0.2910 -1.3660
O 2.9254 0.3092 0.9266
C -0.4712 -0.4659 0.5037
C -0.6347 2.7421 -0.2337
C 0.6015 1.8931 0.0610
C 0.2219 0.5047 0.2812
C -1.0968 -1.7533 0.6945
C -0.7369 -2.7315 -0.4276
H -1.3274 2.7047 0.6036
H 1.1139 2.2633 0.9532
H -1.1490 2.3767 -1.1191
H -1.3950 -3.5954 -0.3787
H 0.2920 -3.0683 -0.3389
H -0.8099 -2.1584 1.6695
H 1.3037 1.9402 -0.7733
H -2.1803 -1.5990 0.6985
H -0.8571 -2.2583 -1.3981
H -0.3442 3.7757 -0.4010
*
```

energy = -21312.082 eV
gap between HOMO and LUMO = 9.57 eV

Results of the natural (NBO) charge analysis, in e, for atoms 1 through 4:
1 S 1.657
2 O -0.895
3 O -0.893
4 C 0.111


4.
ORCA calculation (the ωB97M-V functional and the def2-TZVPD basis) on one molecule with the formula C4H7NO in a non-equilibrium geometry.

The geometry in ORCA input format:
```
! wB97M-V def2-TZVPD RIJCOSX def2/J DEFGRID3
* xyz 0 1
O -1.1373 -0.1849 -1.0216
N -1.1493 -0.0052 1.0333
C 0.7494 1.2468 -0.1735
C 0.7206 -1.2276 0.1069
C -2.0127 -0.0622 0.1080
C -0.1246 0.0342 -0.0115
H 0.0969 -2.0708 -0.0134
H -3.1166 -0.0929 -0.0549
H 1.0752 -1.0607 1.1163
H 1.6782 -1.2248 -0.5311
H 0.4018 2.2808 -0.0434
H 1.6222 1.2311 0.6298
H 1.1963 1.1361 -1.1448
*
```

energy = -7797.174 eV
gap between HOMO and LUMO = 11.26 eV

Results of the natural (NBO) charge analysis, in e, for atoms 1 through 4:
1 O -0.529
2 N -0.477
3 C -0.636
4 C -0.618


5.
ORCA calculation (the ωB97M-V functional and the def2-TZVPD basis) on C39H50As2BF4N2O8PPt as an isolated structure.

The geometry in ORCA input format:
```
! wB97M-V def2-TZVPD RIJCOSX def2/J DEFGRID3
* xyz 0 1
Pt 0.3426 -0.1921 -0.5562
As -2.0882 -0.0339 -0.5137
As -4.1649 1.9458 -2.9559
P 2.5831 -0.1584 -0.9963
F -0.1455 -2.1955 0.2570
F -0.3483 -3.1042 2.3650
F 1.6968 -2.3547 1.6253
F 0.7704 -4.2660 0.7278
O -4.5062 0.2888 -5.2063
O -2.6493 1.7729 2.0616
O -3.1809 -2.9173 -2.1201
O -1.5275 3.3496 0.9240
O -4.3127 4.1172 0.3539
O -3.3579 -1.5921 -4.8019
O -4.0935 4.6396 -1.8166
O -1.1921 -2.2249 -2.9148
N -1.3502 -0.1411 4.3925
N -0.2619 -0.2175 3.4199
C -3.4842 2.4656 -1.1844
C 3.5962 -0.8418 -4.9105
C -3.4316 0.1345 -3.1264
C 2.8487 -2.3805 -2.6890
C -2.3562 2.3180 1.0275
C 6.0047 -1.7882 0.5146
C 1.7621 2.3460 -1.4726
C -2.0572 0.3365 6.6249
C 2.4169 -3.2246 -1.5292
C 3.3241 -0.2313 -3.6947
C -2.4247 -2.0476 -2.4620
C 4.2991 3.4830 -1.7717
C 4.9739 -0.5309 2.2798
C -2.7671 1.7691 -0.3084
C 0.1525 -0.7514 6.2120
C 3.1434 -2.9734 -3.9122
C -2.7704 2.8225 -4.0286
C -0.1728 1.6693 5.6599
C -0.8404 0.2917 5.7066
C 0.4128 1.7379 -1.1905
C 3.5122 -2.2195 -5.0168
C -1.0269 3.8467 2.1783
C -4.8469 -0.2373 -6.4973
C 2.9557 -0.9858 -2.5822
C 2.8336 0.7234 1.9975
C -3.9854 3.8193 -0.7630
C -3.1693 -1.1064 0.6798
C 3.1526 4.2445 -1.9912
C 3.8998 -0.6635 0.1445
C -0.8188 -3.6038 -3.0936
C 2.9094 1.5882 -1.2991
C 4.9491 -1.4542 -0.3181
C -3.7467 -0.5128 -4.4439
C -2.7543 -0.5914 -2.2427
C 1.8957 3.6854 -1.8406
C 4.1788 2.1489 -1.4298
C -4.6554 5.9302 -1.5322
C 3.9057 -0.1794 1.4612
C 6.0118 -1.3262 1.8209
B 0.5336 -3.0420 1.3088
H 3.2470 5.2871 -2.2676
H -1.8569 4.1343 2.8207
H 0.1317 -1.1471 3.5539
H 1.8357 0.3966 1.7066
H -1.5492 -4.1004 -3.7291
H -5.4556 -1.1323 -6.3855
H 0.6058 1.6817 4.8964
H 1.0765 -0.7307 5.6316
H -5.5980 5.8212 -1.0009
H -3.0655 -0.7089 1.6861
H 1.0082 4.2911 -1.9872
H 3.7309 -2.7100 -5.9567
H 0.1555 -3.5767 -3.5699
H -0.4161 4.7072 1.9259
H -2.5066 -0.6530 6.7088
H -1.9568 0.5965 4.0481
H 2.9723 1.7462 1.6328
H 3.1000 -3.1551 -0.6792
H 3.3964 0.8444 -3.6207
H 6.8097 -2.4092 0.1444
H -4.2027 -1.0633 0.3441
H -0.0221 2.3058 -0.3596
H -0.9118 2.4406 5.4261
H 1.4389 -2.9109 -1.1679
H -2.9132 3.8987 -3.9782
H -2.8123 1.0216 6.2302
H 5.0594 1.5384 -1.2658
H -4.8065 6.4044 -2.4965
H 2.3398 -4.2730 -1.8118
H 3.0754 -4.0519 -3.9953
H 0.4076 -0.5570 7.2553
H 5.2776 3.9333 -1.8735
H 4.9821 -0.1740 3.3026
H -3.9448 -0.4849 -7.0529
H -2.7932 -2.1262 0.6363
H -1.7795 2.5584 -3.6653
H -2.8861 2.4876 -5.0581
H -0.2821 -1.7497 6.1381
H 4.9424 -1.8170 -1.3391
H 6.8248 -1.5873 2.4863
H 3.8758 -0.2391 -5.7646
H -0.7659 -4.1024 -2.1272
H -0.7171 -0.3338 2.5155
H -1.7741 0.6834 7.6204
H 2.8542 0.7441 3.0858
H -3.9642 6.5103 -0.9237
H -5.4067 0.5475 -6.9953
H -0.2514 1.8899 -2.0483
H 0.2768 1.9183 6.6235
H -0.4325 3.0764 2.6665
*
```

energy = -206380.377 eV
gap between HOMO and LUMO = 7.18 eV

Results of the Mulliken charge analysis, in e, for atoms 1 through 4:
1 Pt 3.351
2 As 0.784
3 As -0.290
4 P 0.797


The calculation returns the following energy above the lowest of the compared OMol25 structures with the same formula, charge and spin values, one per record and in order: 8.8719 1.8282 1.4111 2.4706 0.0475 eV.